1.
This record from the Open Molecules 2025 dataset describes a 3-piece molecular cluster, C3H12N2O2 overall in a non-equilibrium geometry. The level of theory is the ωB97M-V functional and the def2-TZVPD basis.

Structure (XYZ):
```
19
Properties=species:S:1:pos:R:3:forces:R:3
C 2.019818 -0.579602 1.599914 -0.61 1.98 -0.05
C 0.717438 0.175165 0.943675 1.03 -3.29 0.29
N 0.853284 0.420073 -0.416564 2.21 -0.59 -3.66
C 0.254032 0.100534 -1.487126 -0.95 0.50 1.73
N -1.055535 0.385611 -1.660583 -2.89 1.44 1.40
H 2.180190 -1.664291 1.467125 -0.04 0.81 -0.63
H 2.906096 0.084063 1.619114 0.18 -0.58 -1.85
H 2.018941 -0.413784 2.642061 -1.39 -0.51 1.97
H -0.079526 -0.590039 0.913648 -0.21 0.32 1.13
H 0.460447 1.024930 1.513257 -0.24 0.92 0.83
H 0.519026 -0.469819 -2.404411 1.31 0.48 0.47
H -1.664336 0.921141 -1.005936 1.57 -0.57 -0.22
H -1.663192 0.026815 -2.345210 0.04 -0.79 -1.43
O -5.072211 -3.145008 -0.665194 -2.84 -2.09 0.07
H -4.629532 -3.551103 -1.377857 0.43 -1.22 -1.45
H -4.490035 -2.488373 -0.473725 2.41 3.30 1.39
O 1.969450 3.321519 0.628707 2.00 1.77 2.44
H 1.813150 2.883745 -0.168347 -0.12 -1.28 -2.08
H 2.942494 3.558415 0.677446 -1.91 -0.60 -0.34
```
Forces are in eV/Å.

Calculated values
* DFT total energy: -10377.9920 eV
* HOMO level: -8.03 eV
* frontier orbital gap: 8.4 eV
* relative energy (zero: lowest compared OMol25 entry of this formula, charge and spin): 343.26 kJ/mol


2.
This record from the Open Molecules 2025 dataset describes a 7-piece molecular cluster, C9H34N11O7 overall in a non-equilibrium geometry. The level of theory is the ωB97M-V functional and the def2-TZVPD basis.

Structure (XYZ):
```
61
Properties=species:S:1:pos:R:3:forces:R:3
O -0.655677 0.481784 0.595680 -1.45 1.24 0.00
H 0.252770 0.744411 0.430293 1.72 -0.50 -0.38
H -1.066460 0.173888 -0.215521 -0.37 -0.30 -1.71
H -0.694254 -0.181329 1.288778 0.43 -1.43 1.65
C -0.506430 -3.251309 -1.020445 -0.64 1.03 0.85
O -0.035752 -2.367704 -0.336742 2.55 1.62 1.17
N -0.035627 -3.962705 -1.985311 4.42 -1.79 -3.25
N -1.740877 -3.521167 -0.932923 -6.02 -0.41 1.91
H -0.643909 -3.908716 -2.789788 0.77 -0.54 -0.29
H 0.965343 -3.863753 -2.076718 -0.04 -0.27 -0.91
H -2.228236 -2.791439 -0.432853 -0.72 -0.05 0.01
H -2.218259 -4.305024 -1.354558 0.39 0.20 0.10
C -4.258843 -1.631241 -0.020805 -0.18 1.96 -0.05
O -3.166508 -1.280343 -0.346629 4.29 0.37 -1.04
N -5.173560 -0.833485 0.259331 -4.71 7.92 2.29
N -4.828479 -2.749815 0.022832 1.41 -8.50 -1.12
H -4.936671 0.148136 0.279750 -0.66 -0.04 0.29
H -6.063637 -1.205240 0.558743 0.06 1.20 -0.17
H -5.684978 -2.943050 0.522014 0.65 -0.64 -0.45
H -4.139329 -3.378598 -0.364222 -1.29 -1.76 0.55
C 2.886426 -0.398961 0.443921 0.24 4.11 1.70
O 2.051048 0.523931 0.436060 -0.65 0.15 -0.66
N 2.712311 -1.652833 0.324714 -1.61 -3.54 -1.17
N 4.170510 -0.176906 0.718941 3.35 1.85 1.06
H 3.592243 -2.088351 0.087795 -0.64 -0.79 -0.27
H 1.840180 -1.856947 -0.142012 -0.61 -1.20 0.01
H 4.614114 -0.781841 1.395228 0.00 -0.31 -0.34
H 4.546045 0.753901 0.831553 -0.55 0.08 -0.17
C 0.721546 3.178621 2.361988 1.78 -0.17 -3.64
O 0.520695 3.344556 3.536890 -0.32 1.06 6.26
N 1.897674 3.142982 1.780228 0.81 0.08 -0.22
N -0.278994 3.014693 1.585615 -2.79 -0.25 -1.96
H 2.807243 3.372070 2.154795 -0.30 -0.18 0.22
H 1.764286 2.735671 0.865676 1.31 -0.26 -0.36
H -1.253599 3.148772 1.814216 0.18 -0.22 0.31
H -0.028957 2.953236 0.608994 -0.55 0.10 -0.68
C 0.382155 -1.349124 3.646477 -0.05 -0.54 1.42
O -0.221277 -0.803078 2.729718 -0.03 0.39 -0.54
N 1.495156 -2.048577 3.616423 1.75 -1.02 -2.17
N -0.009189 -1.290676 4.919024 -2.32 2.02 0.86
H 1.834650 -2.401182 4.499884 0.31 -0.26 -0.73
H 1.735112 -2.412631 2.705380 0.58 -0.32 0.33
H 0.272417 -1.879921 5.689470 -0.14 0.34 -0.31
H -0.680915 -0.540692 4.998998 -0.27 -0.48 1.06
C 0.922473 0.307116 -3.979840 1.11 0.87 -1.89
C 0.674268 0.963469 -2.675341 0.07 -0.75 1.80
C 0.862673 2.482348 -2.643489 0.70 0.99 0.33
O 0.452336 3.121982 -1.381800 -0.44 -1.60 0.83
C 0.581460 4.506262 -1.149196 1.17 0.98 -0.73
N -0.618709 0.530662 -2.228104 -1.62 0.87 0.89
H 1.955062 0.439161 -4.302992 0.11 -0.06 -0.15
H 0.304600 0.805841 -4.726573 -0.07 -0.04 -0.26
H 0.691201 -0.754839 -4.062651 0.00 0.03 0.60
H 1.361111 0.583905 -1.918843 0.43 0.02 -0.05
H 0.435805 3.112662 -3.423612 -0.38 -0.52 -0.37
H 1.944584 2.513271 -2.772380 0.25 0.76 0.15
H 0.037601 4.902828 -0.291853 -0.76 -0.76 -0.02
H 0.310423 5.142052 -1.992057 -0.12 -0.23 -0.24
H 1.599379 4.776720 -0.868473 0.49 -0.13 -0.37
H -0.800422 -0.423617 -2.504582 -0.03 -0.09 -0.11
H -1.225350 1.130163 -2.769097 -1.02 -0.27 0.12
```
Forces are in eV/Å.

Calculated values
* DFT total energy: -40591.9526 eV
* HOMO level (spin up / spin down): -14.67 / -14.67 eV
* frontier orbital gap (spin up / spin down): 10.1 / 4.2 eV
* spin multiplicity: 2
* total charge: +2


3.
This record from the Open Molecules 2025 dataset describes a 2-piece molecular cluster, C10H18N2O overall in a non-equilibrium geometry. The level of theory is the ωB97M-V functional and the def2-TZVPD basis.

Structure (XYZ):
```
31
Properties=species:S:1:pos:R:3:forces:R:3
C -1.168045 -0.818218 0.180400 -0.20 -0.83 -0.40
C -0.418576 -2.243790 0.321242 -0.17 1.48 1.90
N 0.579951 -2.468248 -0.821657 2.15 -0.41 2.37
C 1.874568 -2.022280 -0.226773 -0.53 1.05 -0.87
C 2.164421 -0.498865 -0.238603 3.46 -2.20 2.07
C 3.511861 -0.032373 0.437024 -1.32 -4.03 0.10
C 4.439511 -1.147731 1.081632 -3.95 -2.02 -2.09
C 3.975107 -2.643125 0.965603 0.27 3.32 -0.13
N 2.723197 -3.050141 0.334944 1.72 4.69 0.32
H -0.929180 -0.103373 1.038059 -0.33 -1.09 -1.21
H -0.838940 -0.354136 -0.811841 -0.80 -0.54 1.44
H -2.295625 -1.011283 0.154695 1.62 0.77 -0.11
H -1.130692 -3.124696 0.470429 1.02 1.20 -0.72
H 0.204627 -2.174177 1.301277 -1.15 -0.44 -1.37
H 0.622148 -3.500469 -0.941737 0.16 0.92 -0.17
H 1.426071 0.243337 -0.718253 1.26 -1.57 0.86
H 3.825871 1.062336 0.518870 -0.65 -1.79 -0.27
H 5.418876 -0.916920 1.617244 -1.65 -0.40 -0.94
H 4.642081 -3.460875 1.403392 -1.28 1.24 -0.81
H 2.458669 -4.043725 0.302006 0.10 0.86 -0.01
C -1.657678 2.660407 -1.011203 0.53 0.82 -0.31
C -3.196573 2.559429 -0.983553 0.58 -0.43 1.71
C -3.740809 3.490143 0.117355 0.08 0.95 -0.09
O -3.525215 1.304104 -0.665989 -0.47 -1.07 -0.59
H -1.204317 2.369150 -0.056057 -0.29 -0.07 0.05
H -1.230452 2.024946 -1.795609 -0.20 -0.05 0.01
H -1.344184 3.692281 -1.220174 0.17 0.07 -0.04
H -3.545041 2.988474 -1.941567 -0.26 -0.19 -0.43
H -3.358939 3.227572 1.110568 0.04 -0.22 -0.19
H -4.834588 3.461896 0.158597 0.13 -0.17 -0.10
H -3.448105 4.530350 -0.080320 -0.06 0.16 0.06
```
Forces are in eV/Å.

Calculated values
* DFT total energy: -15680.5513 eV
* HOMO level: -4.68 eV
* frontier orbital gap: 2.0 eV
* relative energy (zero: lowest compared OMol25 entry of this formula, charge and spin): 900.49 kJ/mol


4.
This record from the Open Molecules 2025 dataset describes a 5-piece molecular cluster, H10O5 overall in a non-equilibrium geometry. The level of theory is the ωB97M-V functional and the def2-TZVPD basis.

Structure (XYZ):
```
15
Properties=species:S:1:pos:R:3:forces:R:3
O 0.124960 -0.758976 -0.512238 -0.50 -1.53 -1.76
H -0.240461 -0.159443 0.111569 -0.62 0.86 0.69
H -0.641049 -1.021863 -1.096667 1.28 0.65 1.01
O 3.704588 1.837314 0.696641 -0.29 0.97 -0.38
H 3.516916 2.406818 -0.067827 0.07 -0.03 0.49
H 3.845067 0.999505 0.275994 0.22 -1.01 -0.09
O -1.994171 1.482855 -0.902800 2.88 0.24 -1.93
H -2.631826 1.551118 -0.261944 -2.81 0.04 2.36
H -1.359327 2.170824 -0.641797 -0.13 -0.33 -0.39
O 3.537073 -1.922301 -0.163914 0.91 -1.82 1.27
H 2.754921 -1.505741 -0.475064 -1.37 0.38 -0.33
H 3.252304 -2.729516 0.351089 0.32 1.53 -0.96
O -4.785844 -0.623740 0.605954 -1.66 2.42 0.07
H -4.236334 -1.354243 0.548827 1.64 -2.20 -0.02
H -4.846812 -0.372616 1.532173 0.06 -0.18 -0.03
```
Forces are in eV/Å.

Calculated values
* DFT total energy: -10399.3858 eV
* HOMO level: -11.35 eV
* frontier orbital gap: 11.7 eV
* relative energy (zero: lowest compared OMol25 entry of this formula, charge and spin): 141.23 kJ/mol


Question: What is the formula in the fourth record?
Answer: H10O5


Question: DFT total energy of number 1 (C3H12N2O2)?
Answer: -10377.9920 eV